Record 1
Formula: C58H50Cl30N8O16
Source: the OMol25 dataset
Level of theory: ωB97M-V with the def2-TZVPD basis set

The charge is 0. Its energy above the lowest of the compared OMol25 structures with the same formula, charge and spin is 0.000 eV. As for the energy: -481288.0308 eV. The strongest force on any atom is 0.0554 hartree/bohr. Its orbital gap is 0.3284 Ha.

Bonds (Å) are listed after each position.
Positions of all 162 atoms, in Å:
1 C -21.036 7.320 13.067  C2 1.372, C6 1.445, H10 1.151
2 C -21.783 6.281 13.561  C1 1.372, C3 1.428, H11 1.082
3 C -22.942 6.564 14.344  C2 1.428, C4 1.353, H12 1.095
4 C -23.196 7.867 14.606  C3 1.353, C5 1.378, N7 1.471
5 C -22.490 8.944 14.115  C4 1.378, C6 1.385, H13 1.077
6 C -21.491 8.686 13.192  C1 1.445, C5 1.385, H14 1.096
7 N -24.386 8.176 15.415  C4 1.471, O8 1.188, O9 1.208
8 O -25.136 7.294 15.679  N7 1.188
9 O -24.487 9.323 15.778  N7 1.208
10 H -20.101 7.150 12.417  C1 1.151
11 H -21.372 5.280 13.535  C2 1.082
12 H -23.545 5.828 14.886  C3 1.095
13 H -22.843 9.949 14.278  C5 1.077
14 H -21.047 9.533 12.655  C6 1.096
15 C -30.272 5.868 13.764  C16 1.381, C20 1.448, H24 1.057
16 C -31.020 7.011 13.969  C15 1.381, C17 1.400, H25 1.093
17 C -31.007 8.066 13.050  C16 1.400, C18 1.369, H26 1.093
18 C -30.106 7.995 12.022  C17 1.369, C19 1.387, N21 1.474
19 C -29.184 6.965 11.914  C18 1.387, C20 1.379, H27 1.110
20 C -29.260 5.855 12.729  C15 1.448, C19 1.379, H28 1.093
21 N -30.097 8.996 10.940  C18 1.474, O22 1.179, O23 1.224
22 O -30.958 9.796 10.847  N21 1.179
23 O -29.160 8.947 10.154  N21 1.224
24 H -30.357 5.008 14.371  C15 1.057
25 H -31.725 7.014 14.805  C16 1.093
26 H -31.679 8.928 13.084  C17 1.093
27 H -28.396 7.069 11.139  C19 1.110
28 H -28.676 4.943 12.582  C20 1.093
29 C -31.825 2.081 22.019  C30 1.382, C34 1.377, H38 1.083
30 C -31.268 3.124 21.303  C29 1.382, C31 1.391, H39 1.091
31 C -30.564 2.807 20.147  C30 1.391, C32 1.383, H40 1.068
32 C -30.385 1.488 19.772  C31 1.383, C33 1.401, N35 1.511
33 C -30.991 0.435 20.469  C32 1.401, C34 1.393, H41 1.039
34 C -31.768 0.778 21.573  C29 1.377, C33 1.393, H42 1.104
35 N -29.532 1.176 18.565  C32 1.511, O36 1.219, O37 1.200
36 O -29.088 2.110 17.920  N35 1.219
37 O -29.397 0.016 18.288  N35 1.200
38 H -32.327 2.289 22.955  C29 1.083
39 H -31.343 4.170 21.607  C30 1.091
40 H -29.992 3.525 19.601  C31 1.068
41 H -30.898 -0.535 20.106  C33 1.039
42 H -32.061 0.009 22.309  C34 1.104
43 C -22.797 -4.047 20.506  C44 1.387, C48 1.401, H52 1.112
44 C -22.768 -2.971 21.380  C43 1.387, C45 1.369, H53 1.119
45 C -22.426 -1.723 20.930  C44 1.369, C46 1.403, H54 1.068
46 C -22.114 -1.552 19.573  C45 1.403, C47 1.376, N49 1.553
47 C -22.094 -2.608 18.690  C46 1.376, C48 1.401, H55 1.090
48 C -22.400 -3.887 19.172  C43 1.401, C47 1.401, H56 1.101
49 N -21.809 -0.172 18.930  C46 1.553, O50 1.214, O51 1.242
50 O -21.438 -0.196 17.774  N49 1.214
51 O -21.956 0.831 19.646  N49 1.242
52 H -23.089 -5.064 20.850  C43 1.112
53 H -23.060 -3.085 22.454  C44 1.119
54 H -22.461 -0.812 21.486  C45 1.068
55 H -21.833 -2.545 17.634  C47 1.090
56 H -22.387 -4.699 18.428  C48 1.101
57 C -25.968 -0.721 12.062  C58 1.381, C62 1.428, H66 1.081
58 C -27.084 -1.521 11.921  C57 1.381, C59 1.368, H67 1.075
59 C -26.926 -2.815 11.507  C58 1.368, C60 1.370, H68 1.063
60 C -25.671 -3.330 11.313  C59 1.370, C61 1.368, N63 1.445
61 C -24.537 -2.569 11.399  C60 1.368, C62 1.384, H69 1.106
62 C -24.680 -1.229 11.712  C57 1.428, C61 1.384, H70 1.064
63 N -25.552 -4.731 10.979  C60 1.445, O64 1.242, O65 1.226
64 O -26.594 -5.372 10.768  N63 1.242
65 O -24.456 -5.281 11.004  N63 1.226
66 H -26.140 0.312 12.331  C57 1.081
67 H -28.060 -1.136 12.157  C58 1.075
68 H -27.766 -3.388 11.197  C59 1.063
69 H -23.529 -3.001 11.252  C61 1.106
70 H -23.936 -0.475 11.604  C62 1.064
71 C -23.204 4.024 21.373  C72 1.356, C76 1.412, H80 1.074
72 C -24.059 5.045 21.624  C71 1.356, C73 1.402, H81 1.075
73 C -24.466 5.286 22.943  C72 1.402, C74 1.396, H82 1.104
74 C -24.029 4.414 23.941  C73 1.396, C75 1.401, N77 1.458
75 C -23.149 3.361 23.658  C74 1.401, C76 1.364, H83 1.060
76 C -22.721 3.158 22.379  C71 1.412, C75 1.364, H84 1.073
77 N -24.501 4.702 25.290  C74 1.458, O78 1.204, O79 1.220
78 O -25.263 5.626 25.403  N77 1.204
79 O -24.103 3.975 26.187  N77 1.220
80 H -22.911 3.848 20.355  C71 1.074
81 H -24.331 5.650 20.777  C72 1.075
82 H -25.123 6.163 23.075  C73 1.104
83 H -22.830 2.792 24.493  C75 1.060
84 H -22.044 2.392 22.052  C76 1.073
85 C -26.872 10.906 14.579  C86 1.357, C90 1.402, H94 1.085
86 C -25.700 11.584 14.490  C85 1.357, C87 1.372, H95 1.090
87 C -24.966 11.656 13.333  C86 1.372, C88 1.388, H96 1.077
88 C -25.363 10.930 12.218  C87 1.388, C89 1.387, N91 1.533
89 C -26.493 10.128 12.265  C88 1.387, C90 1.426, H97 1.078
90 C -27.268 10.158 13.462  C85 1.402, C89 1.426, H98 1.085
91 N -24.547 11.089 10.930  C88 1.533, O92 1.213, O93 1.209
92 O -24.933 10.538 9.922  N91 1.213
93 O -23.550 11.771 10.971  N91 1.209
94 H -27.430 10.868 15.509  C85 1.085
95 H -25.389 12.135 15.378  C86 1.090
96 H -24.190 12.391 13.208  C87 1.077
97 H -26.759 9.556 11.391  C89 1.078
98 H -28.223 9.649 13.551  C90 1.085
99 C -26.978 4.855 18.320  C100 1.398, C104 1.431, H108 1.055
100 C -26.822 4.080 19.474  C99 1.398, C101 1.401, H109 1.094
101 C -26.106 2.883 19.350  C100 1.401, C102 1.350, H110 1.104
102 C -25.594 2.518 18.156  C101 1.350, C103 1.396, N105 1.488
103 C -25.671 3.266 16.980  C102 1.396, C104 1.371, H111 1.072
104 C -26.406 4.419 17.083  C99 1.431, C103 1.371, H112 1.128
105 N -24.886 1.214 18.038  C102 1.488, O106 1.218, O107 1.238
106 O -24.749 0.529 19.036  N105 1.218
107 O -24.440 0.824 16.950  N105 1.238
108 H -27.484 5.779 18.374  C99 1.055
109 H -27.347 4.298 20.409  C100 1.094
110 H -26.072 2.160 20.184  C101 1.104
111 H -25.225 2.934 16.064  C103 1.072
112 H -26.551 5.090 16.188  C104 1.128
113 C -27.837 -2.197 19.674  Cl114 1.749, Cl115 1.741, Cl116 1.738, H117 1.092
114 Cl -26.173 -2.730 19.754  C113 1.749
115 Cl -28.610 -2.530 21.197  C113 1.741
116 Cl -28.631 -2.861 18.278  C113 1.738
117 H -27.848 -1.109 19.578  C113 1.092
118 C -28.108 1.833 14.867  Cl119 1.778, Cl120 1.831, Cl121 1.760, H122 1.120
119 Cl -29.789 1.939 14.297  C118 1.778
120 Cl -27.021 2.528 13.569  C118 1.831
121 Cl -27.722 0.143 15.172  C118 1.760
122 H -27.999 2.474 15.779  C118 1.120
123 C -22.231 1.762 14.817  Cl124 1.762, Cl125 1.780, Cl126 1.754, H127 1.087
124 Cl -21.414 2.726 16.045  C123 1.762
125 Cl -21.048 0.797 13.902  C123 1.780
126 Cl -23.254 2.636 13.692  C123 1.754
127 H -22.830 1.170 15.503  C123 1.087
128 C -29.544 7.932 22.662  Cl129 1.748, Cl130 1.733, Cl131 1.743, H132 1.064
129 Cl -28.714 9.445 22.383  C128 1.748
130 Cl -28.642 6.679 23.450  C128 1.733
131 Cl -30.220 7.395 21.148  C128 1.743
132 H -30.381 8.062 23.307  C128 1.064
133 C -25.400 9.321 18.642  Cl134 1.768, Cl135 1.795, Cl136 1.801, H137 1.072
134 Cl -26.699 10.514 18.513  C133 1.768
135 Cl -26.057 7.842 19.416  C133 1.795
136 Cl -23.943 10.036 19.422  C133 1.801
137 H -25.181 9.127 17.611  C133 1.072
138 C -24.500 -2.739 14.861  Cl139 1.794, Cl140 1.713, Cl141 1.722, H142 1.115
139 Cl -23.925 -4.336 14.278  C138 1.794
140 Cl -23.198 -1.640 14.685  C138 1.713
141 Cl -25.034 -2.848 16.495  C138 1.722
142 H -25.275 -2.271 14.210  C138 1.115
143 C -29.611 7.754 17.557  Cl144 1.745, Cl145 1.784, Cl146 1.727, H147 1.071
144 Cl -30.423 6.209 17.588  C143 1.745
145 Cl -30.729 9.120 17.303  C143 1.784
146 Cl -28.384 7.818 16.343  C143 1.727
147 H -29.122 7.796 18.509  C143 1.071
148 C -21.380 5.703 18.044  Cl149 1.714, Cl150 1.723, Cl151 1.737, H152 1.093
149 Cl -21.040 6.362 19.589  C148 1.714
150 Cl -20.747 6.718 16.804  C148 1.723
151 Cl -23.058 5.345 17.771  C148 1.737
152 H -20.886 4.731 17.970  C148 1.093
153 C -26.733 0.275 22.895  Cl154 1.837, Cl155 1.706, Cl156 1.766, H157 1.070
154 Cl -27.973 1.400 22.139  C153 1.837
155 Cl -26.370 0.740 24.496  C153 1.706
156 Cl -25.277 0.241 21.896  C153 1.766
157 H -27.147 -0.712 22.868  C153 1.070
158 C -24.715 4.021 10.170  Cl159 1.755, Cl160 1.713, Cl161 1.723, H162 1.057
159 Cl -25.104 4.979 11.588  C158 1.755
160 Cl -25.934 2.829 10.011  C158 1.713
161 Cl -23.106 3.408 10.226  C158 1.723
162 H -24.815 4.642 9.320  C158 1.057

---

Record 2
Formula: C9H14O
Source: the OMol25 dataset
Level of theory: ωB97M-V with the def2-TZVPD basis set

The charge is 0. The SMILES is Cc1ccc(O)cc1.CC. Its energy above the lowest of the compared OMol25 structures with the same formula, charge and spin is 2.006 eV. As for the energy: -11605.6312 eV. The strongest force on any atom is 0.1035 hartree/bohr. Its orbital gap is 0.3327 Ha.

Bonds (Å) are listed after each position.
Positions of all 24 atoms, in Å:
1 C 0.707 -1.880 -0.671  C2 1.495, H9 1.161, H10 1.083, H11 1.062
2 C 0.718 -1.085 0.596  C1 1.495, C3 1.458, C8 1.434
3 C 1.975 -0.474 1.010  C2 1.458, C4 1.407, H12 1.080
4 C 2.051 0.196 2.245  C3 1.407, C5 1.419, H13 1.092
5 C 1.014 0.187 3.213  C4 1.419, O6 1.350, C7 1.357
6 O 1.401 0.814 4.344  C5 1.350, H14 0.960
7 C -0.149 -0.335 2.748  C5 1.357, C8 1.364, H15 1.061
8 C -0.316 -1.031 1.587  C2 1.434, C7 1.364, H16 1.062
9 H -0.418 -2.132 -0.811  C1 1.161
10 H 1.164 -2.845 -0.490  C1 1.083
11 H 1.063 -1.368 -1.532  C1 1.062
12 H 2.924 -0.494 0.494  C3 1.080
13 H 3.018 0.686 2.380  C4 1.092
14 H 0.737 0.925 5.028  O6 0.960
15 H -1.072 -0.387 3.270  C7 1.061
16 H -1.258 -1.519 1.523  C8 1.062
17 C -1.300 1.847 -2.818  C18 1.426, H19 1.180, H20 1.119, H21 1.044
18 C -2.090 0.794 -3.367  C17 1.426, H22 1.102, H23 1.151, H24 1.181
19 H -0.145 1.672 -2.985  C17 1.180
20 H -1.440 2.861 -3.270  C17 1.119
21 H -1.572 2.139 -1.853  C17 1.044
22 H -2.601 1.251 -4.230  C18 1.102
23 H -2.894 0.351 -2.673  C18 1.151
24 H -1.517 -0.170 -3.739  C18 1.181